{"formula": "C3H3NO2", "method": "wB97M-V/def2-TZVPD", "elements": ["C", "C", "C", "H", "H", "H", "N", "O", "O"], "xyz": [[-1.248, -0.293, 0.075], [0.853, 0.522, -0.161], [1.040, -0.871, 0.079], [-0.914, 1.786, -0.210], [1.595, 1.352, -0.270], [1.906, -1.670, -0.090], [-0.431, 0.800, 0.472], [-2.456, -0.318, -0.088], [-0.346, -1.307, 0.192]], "forces_ev_per_a": [[-0.38, 0.62, 1.96], [1.89, -2.74, 3.30], [-1.30, 2.62, -2.39], [1.69, -3.64, 3.16], [-0.78, -1.10, 0.10], [-2.51, 1.98, 0.40], [-2.04, 5.31, -6.29], [2.68, -0.56, 0.06], [0.75, -2.48, -0.29]], "lumo_ev": 0.5, "charge": 0, "e_homo_ev": -9.20, "orbital_gap_ev": 9.70, "relative_energy_kcal_mol": 77.3, "energy_ev": -8741.7780}

---

{"formula": "C5H13NO", "method": "wB97M-V/def2-TZVPD", "elements": ["C", "C", "C", "C", "C", "N", "H", "H", "H", "H", "H", "H", "H", "H", "H", "H", "H", "O", "H", "H"], "xyz": [[2.445, -0.811, -0.297], [1.015, -1.124, 0.246], [0.147, -0.164, -0.567], [-0.590, 0.856, -0.109], [-1.249, 1.860, -0.948], [-0.873, 1.035, 1.270], [2.297, -0.524, -1.344], [3.261, -1.531, -0.368], [2.866, 0.084, 0.144], [0.823, -2.173, -0.030], [0.839, -0.932, 1.304], [0.060, -0.402, -1.621], [-0.978, 2.892, -0.785], [-2.336, 1.871, -0.830], [-0.973, 1.779, -2.014], [-1.275, 1.939, 1.462], [-0.210, 0.745, 1.968], [-1.904, -2.027, 1.182], [-1.516, -2.301, 0.342], [-1.849, -1.072, 0.995]], "forces_ev_per_a": [[0.04, 0.66, -0.58], [0.45, 0.49, -1.36], [-0.67, -0.59, 0.20], [0.70, -0.68, 1.33], [-0.70, 0.59, -1.84], [-0.21, 0.34, -0.45], [0.07, -0.06, 0.03], [-0.42, -0.61, 0.71], [0.00, 0.22, 0.34], [-0.33, 0.32, 0.45], [0.43, -0.47, 0.02], [0.39, 0.38, -0.12], [0.52, 0.33, 0.83], [-0.04, -0.31, -0.15], [-0.41, -0.55, 0.38], [0.17, -0.01, 0.22], [0.11, -0.09, -0.12], [0.22, 0.70, -0.76], [-0.03, -0.70, 0.11], [-0.28, 0.03, 0.76]], "lumo_ev": 0.9, "charge": 0, "e_homo_ev": -8.27, "orbital_gap_ev": 9.13, "smiles": "CC/C=C(/C)N.O", "relative_energy_kcal_mol": 30.7, "energy_ev": -8932.6815}

---

{"formula": "C32H76BClN2O5PS2", "method": "wB97M-V/def2-TZVPD", "elements": ["N", "C", "C", "O", "C", "C", "C", "B", "O", "O", "C", "Cl", "C", "C", "S", "N", "S", "P", "O", "O", "H", "H", "H", "H", "H", "H", "H", "H", "H", "H", "H", "H", "H", "H", "H", "H", "H", "H", "H", "H", "C", "C", "C", "C", "C", "C", "H", "H", "H", "H", "H", "H", "H", "H", "H", "H", "H", "H", "H", "H", "C", "C", "C", "C", "C", "C", "H", "H", "H", "H", "H", "H", "H", "H", "H", "H", "H", "H", "H", "H", "C", "C", "C", "C", "C", "C", "H", "H", "H", "H", "H", "H", "H", "H", "H", "H", "H", "H", "H", "H", "C", "C", "C", "C", "C", "C", "H", "H", "H", "H", "H", "H", "H", "H", "H", "H", "H", "H", "H", "H"], "xyz": [[2.874, 0.593, -1.751], [1.560, 0.806, -1.170], [0.543, 1.299, -2.194], [1.150, 2.380, -2.925], [-0.787, 1.834, -1.615], [-1.917, 0.835, -1.730], [-1.813, -0.372, -0.789], [-0.802, -1.518, -1.251], [-0.786, -1.849, -2.567], [0.045, -2.131, -0.354], [-1.567, 0.164, 0.624], [-1.848, -1.129, 1.837], [-2.557, 1.299, 0.955], [-3.715, 1.504, -0.021], [-5.109, 0.368, 0.447], [-3.307, 1.408, -1.508], [-3.503, 3.038, -2.239], [-4.574, 0.260, -2.482], [-5.769, 1.298, -2.697], [-3.834, 0.282, -3.920], [2.865, 0.670, -2.752], [3.578, 1.183, -1.345], [1.215, -0.124, -0.710], [1.630, 1.535, -0.358], [0.328, 0.500, -2.912], [0.817, 2.358, -3.828], [-0.964, 2.712, -2.226], [-0.627, 2.208, -0.605], [-1.887, 0.463, -2.754], [-2.784, -0.877, -0.728], [-0.078, -2.493, -2.715], [-0.425, -2.784, 0.179], [-0.559, 0.539, 0.747], [-2.978, 1.158, 1.943], [-1.988, 2.230, 1.024], [-4.118, 2.494, 0.135], [-4.635, 0.042, 1.652], [-2.971, 3.835, -1.298], [-5.753, 1.761, -3.548], [-3.756, 1.171, -4.308], [-2.258, 6.199, -3.852], [-1.060, 6.144, -2.909], [-1.380, 6.615, -1.491], [-1.837, 8.070, -1.380], [-0.845, 9.091, -1.934], [0.497, 9.093, -1.207], [-2.636, 7.212, -3.983], [-1.992, 5.820, -4.839], [-3.079, 5.584, -3.466], [-0.239, 6.731, -3.325], [-0.695, 5.112, -2.856], [-0.503, 6.457, -0.859], [-2.171, 5.975, -1.071], [-2.027, 8.294, -0.327], [-2.797, 8.194, -1.889], [-1.294, 10.083, -1.852], [-0.683, 8.921, -3.002], [0.363, 9.302, -0.144], [1.156, 9.858, -1.616], [1.012, 8.136, -1.301], [-2.573, -0.462, 9.010], [-3.914, -0.483, 8.282], [-4.067, -1.661, 7.321], [-3.054, -1.691, 6.176], [-3.043, -0.444, 5.294], [-4.364, -0.201, 4.569], [-1.736, -0.361, 8.316], [-2.523, 0.376, 9.705], [-2.428, -1.379, 9.583], [-4.056, 0.461, 7.748], [-4.717, -0.536, 9.021], [-5.082, -1.657, 6.912], [-3.977, -2.593, 7.885], [-3.263, -2.566, 5.551], [-2.049, -1.846, 6.578], [-2.252, -0.554, 4.550], [-2.784, 0.437, 5.886], [-4.623, -1.057, 3.937], [-4.297, 0.686, 3.929], [-5.187, -0.034, 5.263], [2.235, -7.763, 2.089], [2.755, -6.527, 1.359], [3.665, -5.651, 2.217], [3.007, -5.054, 3.460], [1.770, -4.206, 3.179], [2.051, -2.983, 2.307], [1.626, -7.496, 2.954], [1.615, -8.371, 1.429], [3.061, -8.384, 2.436], [1.910, -5.940, 0.985], [3.315, -6.847, 0.477], [4.064, -4.843, 1.599], [4.531, -6.241, 2.532], [3.748, -4.440, 3.981], [2.740, -5.852, 4.157], [1.358, -3.872, 4.135], [0.992, -4.817, 2.711], [2.795, -2.335, 2.773], [1.141, -2.396, 2.167], [2.415, -3.262, 1.318], [2.676, -2.834, -3.860], [3.609, -2.252, -4.921], [4.562, -3.270, -5.542], [5.538, -3.921, -4.564], [6.425, -2.944, -3.794], [7.343, -2.117, -4.691], [3.223, -3.230, -3.006], [2.006, -2.054, -3.487], [2.065, -3.638, -4.278], [4.175, -1.423, -4.487], [3.003, -1.821, -5.724], [5.119, -2.783, -6.346], [3.975, -4.060, -6.022], [6.174, -4.615, -5.121], [4.984, -4.534, -3.850], [7.038, -3.515, -3.092], [5.810, -2.276, -3.183], [7.994, -2.764, -5.281], [7.977, -1.460, -4.095], [6.777, -1.489, -5.380]], "forces_ev_per_a": [[-0.20, -0.63, 0.34], [0.16, 0.16, -0.01], [0.15, 0.42, -0.47], [-0.05, -0.21, 0.14], [0.57, 0.04, 0.11], [0.13, -0.79, 0.07], [0.30, 0.10, 0.51], [0.13, 0.21, 0.05], [0.24, 0.17, 0.06], [-0.35, -0.40, -0.35], [-0.98, -0.09, 0.10], [0.20, -0.21, -0.04], [0.68, 0.61, -0.38], [-0.23, -0.63, 0.81], [-0.11, 0.16, -0.44], [-0.22, 1.64, 0.31], [-0.27, -0.11, -0.42], [-0.08, -1.04, -0.52], [0.12, -0.07, 0.05], [-0.12, 0.61, 0.32], [0.17, 0.23, -0.13], [0.08, 0.17, -0.18], [-0.19, 0.03, -0.02], [-0.03, 0.14, 0.00], [0.00, -0.15, 0.09], [0.07, 0.08, 0.03], [-0.32, 0.01, -0.04], [-0.01, -0.04, 0.09], [-0.27, 0.07, -0.06], [-0.15, -0.03, -0.22], [-0.12, -0.09, -0.22], [0.32, 0.11, 0.36], [0.21, -0.29, 0.16], [-0.03, 0.05, 0.12], [-0.04, 0.10, -0.10], [0.00, 0.12, -0.25], [0.16, -0.09, 0.01], [0.26, -0.31, 0.13], [-0.27, 0.18, 0.17], [0.19, -0.25, -0.29], [0.15, -0.08, 0.02], [-0.16, -0.10, 0.03], [0.06, -0.03, 0.01], [-0.06, 0.02, -0.02], [0.07, 0.01, 0.09], [-0.05, 0.01, -0.09], [-0.02, 0.01, 0.03], [-0.04, -0.02, -0.02], [-0.07, 0.07, -0.03], [0.02, 0.01, 0.03], [0.07, 0.02, -0.03], [0.00, 0.00, 0.01], [-0.01, 0.01, 0.00], [0.01, 0.01, 0.01], [-0.01, -0.02, -0.01], [-0.01, 0.01, -0.03], [-0.03, 0.00, -0.01], [0.01, -0.03, 0.02], [0.02, 0.01, 0.02], [0.01, 0.00, 0.01], [-0.08, 0.07, -0.03], [0.07, -0.06, 0.06], [-0.04, 0.03, -0.02], [0.00, -0.02, 0.02], [-0.05, -0.02, -0.08], [0.12, 0.05, -0.04], [0.01, -0.01, 0.00], [0.02, 0.00, 0.02], [0.03, -0.02, -0.02], [-0.02, 0.00, -0.01], [-0.02, 0.03, -0.01], [0.00, -0.01, -0.01], [0.00, -0.01, 0.02], [0.01, 0.00, -0.02], [0.00, 0.00, 0.02], [0.05, 0.03, 0.04], [0.00, -0.01, 0.03], [-0.03, -0.02, 0.04], [-0.04, 0.01, 0.02], [-0.03, 0.00, -0.01], [-0.04, 0.06, -0.09], [0.03, -0.09, 0.04], [0.04, 0.02, -0.05], [-0.01, -0.04, 0.03], [0.03, 0.13, 0.02], [-0.13, -0.09, 0.08], [0.01, 0.00, 0.02], [0.00, -0.03, 0.01], [0.00, 0.00, 0.04], [0.01, 0.02, -0.01], [-0.02, 0.02, -0.02], [0.03, 0.02, -0.02], [0.00, -0.02, -0.01], [-0.01, 0.02, 0.01], [0.00, -0.02, -0.01], [-0.04, 0.00, -0.01], [0.01, -0.03, 0.02], [0.04, -0.01, -0.02], [0.01, 0.07, 0.00], [0.03, 0.00, -0.03], [-0.02, 0.08, -0.08], [-0.10, 0.01, -0.02], [0.00, -0.02, -0.02], [0.01, -0.01, 0.04], [0.07, 0.00, -0.06], [-0.05, 0.01, 0.10], [0.01, -0.01, 0.03], [0.02, 0.00, 0.06], [0.03, -0.04, 0.00], [0.02, -0.01, 0.00], [0.00, 0.03, 0.01], [0.01, 0.00, 0.00], [-0.02, 0.01, -0.01], [0.01, 0.00, 0.00], [-0.04, -0.03, 0.03], [-0.01, 0.01, 0.03], [-0.01, -0.02, 0.01], [-0.01, 0.00, -0.04], [0.02, 0.01, -0.01], [0.00, 0.00, -0.02]], "lumo_ev": -3.0, "charge": 1, "e_homo_ev": -11.39, "orbital_gap_ev": 8.40, "energy_ev": -91790.1516}